[1]
The following is a quantum chemistry calculation of a structure of composition C29H52MnN5P2SSb, from the OMol25 dataset.

The HOMO energy (spin up / spin down) is -0.649 / -0.649 hartree. The calculation puts the lowest unoccupied orbital energy (spin up / spin down) at -12.81 / -12.50 eV. As for the net charge: +4. The multiplicity is 4.

Each line ends with the Löwdin charge.
CARTESIAN COORDINATES (ANGSTROEM)
Mn 0.773 -0.075 0.661  0.1539
C 4.072 -0.223 -0.623  -0.1844
P 3.049 0.310 0.776  0.8376
C 3.464 2.039 1.103  -0.1984
C 3.578 -0.609 2.257  -0.3449
C 2.679 -0.227 3.436  -0.3341
P 0.903 -0.346 2.993  0.8540
C 0.035 0.843 4.037  -0.1999
C 0.360 -1.980 3.540  -0.2015
H 3.496 -0.325 -1.542  0.0642
H 4.551 -1.174 -0.388  0.0649
H 4.853 0.521 -0.786  0.0779
H 4.515 2.081 1.403  0.0887
H 2.853 2.461 1.900  0.0420
H 3.337 2.631 0.196  0.0625
H 4.627 -0.382 2.462  0.1211
H 3.512 -1.679 2.044  0.0922
H 2.879 0.794 3.769  0.0992
H 2.856 -0.881 4.293  0.1181
H 0.263 0.605 5.080  0.0860
H -1.043 0.770 3.892  0.0665
H 0.358 1.863 3.836  0.0417
H 0.442 -2.006 4.629  0.0836
H 0.995 -2.758 3.117  0.0632
H -0.676 -2.174 3.263  0.0601
C 0.480 4.214 1.699  -0.0081
N 0.603 4.274 0.254  -0.1136
C 0.870 5.566 -0.430  -0.0376
C 0.869 5.189 -1.924  -0.0523
N 0.506 3.756 -1.873  0.0656
C 0.404 3.325 -0.630  -0.6470
S -0.060 1.646 -0.325  0.7181
H 1.362 4.665 2.154  0.1141
H 0.388 3.176 2.009  0.0402
H -0.401 4.768 2.023  0.1166
H 1.823 5.968 -0.088  0.1432
H 0.083 6.274 -0.172  0.1454
H 1.843 5.308 -2.392  0.1386
H 0.131 5.743 -2.498  0.1399
H 0.447 3.158 -2.682  0.1594
C -5.682 -2.169 0.051  -0.1245
C -5.801 -0.700 0.423  -0.5344
C -6.010 -0.451 1.909  -0.1243
Sb -4.064 0.401 -0.283  1.6824
C -3.771 0.147 -2.404  -0.5580
C -3.081 -1.166 -2.755  -0.1359
C -5.134 0.309 -3.079  -0.1061
C -4.375 2.510 0.018  -0.5547
C -5.869 2.807 -0.135  -0.1089
C -3.821 2.990 1.357  -0.1443
H -6.613 -2.673 0.323  0.1068
H -4.880 -2.660 0.604  0.0789
H -5.537 -2.327 -1.017  0.0640
H -6.565 -0.196 -0.179  0.1011
H -5.235 -0.931 2.508  0.0821
H -6.965 -0.891 2.205  0.1074
H -6.056 0.607 2.165  0.0622
H -3.121 0.993 -2.645  0.0803
H -3.739 -2.020 -2.587  0.0783
H -2.158 -1.324 -2.191  0.0476
H -2.824 -1.166 -3.815  0.0983
H -5.838 -0.466 -2.773  0.0847
H -5.000 0.208 -4.159  0.1073
H -5.584 1.286 -2.906  0.0719
H -3.809 2.949 -0.810  0.0854
H -6.457 2.334 0.652  0.0790
H -6.273 2.509 -1.101  0.0720
H -6.023 3.885 -0.043  0.1064
H -4.416 2.617 2.191  0.0820
H -3.866 4.080 1.398  0.0950
H -2.781 2.688 1.514  0.0375
N 4.452 -9.650 -2.297  0.2255
C 3.867 -8.709 -1.999  -0.1467
C 3.148 -7.525 -1.613  -0.1846
C 2.085 -7.619 -0.717  0.0253
C 1.416 -6.475 -0.316  0.0096
C 1.824 -5.255 -0.828  -0.1832
C 2.857 -5.142 -1.745  -0.0028
C 3.526 -6.289 -2.136  0.0181
N 1.156 -4.050 -0.374  0.0295
C -0.189 -3.924 -0.100  0.0218
C -0.382 -2.652 0.319  -0.1091
N 0.845 -1.987 0.308  -0.0919
C 1.742 -2.886 -0.120  -0.0903
H 1.790 -8.586 -0.332  0.1430
H 0.608 -6.549 0.400  0.1248
H 3.115 -4.190 -2.191  0.1194
H 4.328 -6.236 -2.858  0.1404
H -0.880 -4.736 -0.252  0.1526
H -1.299 -2.177 0.632  0.1081
H 2.801 -2.728 -0.232  0.1342

[2]
The following is a quantum chemistry calculation of a cluster of 5 separate species, C29H53BN8O3 in total, from the OMol25 dataset.

The HOMO energy is -0.302 hartree. As for the SMILES: CCCN[C@@H](CC(N)(N)N)[C@@H](CCC)OCB(O)OCC.c1cc[nH]c1.c1cc[nH]c1.c1cc[nH]c1.c1cc[nH]c1. The calculation puts the lowest unoccupied orbital energy at 0.54 eV.

Each line ends with the Löwdin charge.
CARTESIAN COORDINATES (ANGSTROEM)
C 2.555 0.627 1.067  -0.0845
C 2.057 2.019 0.625  -0.2180
C 0.520 2.031 0.502  -0.2199
N 0.097 1.725 -0.877  -0.0183
C -0.732 0.511 -1.009  -0.2694
C -2.204 0.897 -0.730  -0.0867
C -3.157 -0.233 -0.268  -0.6583
N -4.408 -0.073 -1.041  0.0738
N -2.553 -1.551 -0.433  0.0958
N -3.545 -0.129 1.118  0.0772
C -0.654 -0.160 -2.416  -0.2974
C -0.252 0.781 -3.553  -0.1421
C 1.217 1.112 -3.732  -0.2698
C 1.462 2.094 -4.869  -0.1066
O 0.030 -1.400 -2.469  -0.0932
C 1.330 -1.420 -1.874  -0.0823
B 1.521 -2.468 -0.699  -0.6228
O 0.482 -3.052 -0.007  0.1618
O 2.819 -2.845 -0.398  0.0394
C 3.313 -3.892 -1.250  -0.2350
C 3.717 -5.100 -0.436  -0.0592
H 3.520 0.350 0.667  0.0721
H 1.800 -0.094 0.779  0.0408
H 2.570 0.599 2.152  0.0709
H 2.404 2.808 1.283  0.0951
H 2.421 2.200 -0.377  0.0896
H 0.196 3.043 0.729  0.1042
H 0.088 1.328 1.208  0.1094
H -0.446 2.497 -1.239  0.1045
H -0.449 -0.190 -0.234  0.1205
H -2.170 1.618 0.082  0.1028
H -2.588 1.435 -1.596  0.1096
H -4.197 0.184 -1.995  0.0574
H -4.948 -0.929 -1.013  0.0716
H -2.809 -1.969 -1.318  0.0836
H -2.879 -2.179 0.292  0.0783
H -2.756 -0.155 1.751  0.0780
H -4.119 0.689 1.271  0.0606
H -1.690 -0.409 -2.633  0.1230
H -0.617 0.382 -4.496  0.1193
H -0.798 1.714 -3.398  0.1123
H 1.748 0.195 -3.974  0.1014
H 1.679 1.493 -2.832  0.0846
H 1.033 3.069 -4.666  0.0697
H 2.529 2.211 -5.018  0.0664
H 1.072 1.680 -5.795  0.0706
H 2.032 -1.753 -2.644  0.1218
H 1.681 -0.433 -1.586  0.1082
H 0.306 -2.593 0.833  0.1151
H 4.191 -3.496 -1.755  0.1186
H 2.593 -4.151 -2.027  0.1184
H 2.952 -5.866 -0.427  0.0688
H 4.595 -5.564 -0.876  0.0696
H 3.985 -4.813 0.572  0.0768
N 2.479 -8.486 -2.411  0.0028
C 2.984 -9.619 -1.833  -0.1427
C 4.328 -9.659 -2.095  -0.1121
C 4.645 -8.504 -2.860  -0.1141
C 3.484 -7.801 -3.037  -0.1557
H 1.518 -8.201 -2.381  0.1430
H 2.348 -10.294 -1.288  0.1038
H 5.008 -10.430 -1.774  0.0885
H 5.615 -8.222 -3.234  0.0894
H 3.287 -6.875 -3.550  0.1052
N 5.376 -0.719 4.158  -0.0005
C 6.009 0.214 3.385  -0.1489
C 6.457 -0.414 2.253  -0.1166
C 6.074 -1.780 2.348  -0.1109
C 5.408 -1.936 3.533  -0.1418
H 4.951 -0.539 5.049  0.1407
H 6.085 1.239 3.704  0.1033
H 6.995 0.052 1.446  0.0891
H 6.264 -2.556 1.626  0.0882
H 4.956 -2.804 3.982  0.1038
N -4.409 4.255 1.068  -0.0040
C -3.180 4.845 1.187  -0.1446
C -2.703 4.565 2.441  -0.1101
C -3.682 3.774 3.101  -0.1061
C -4.724 3.603 2.230  -0.1680
H -4.992 4.295 0.251  0.1439
H -2.754 5.409 0.376  0.1053
H -1.757 4.891 2.840  0.0898
H -3.628 3.378 4.101  0.0921
H -5.655 3.073 2.333  0.1103
N -7.973 6.754 2.634  -0.0009
C -8.443 7.626 3.578  -0.1466
C -7.375 8.055 4.318  -0.1138
C -6.215 7.417 3.800  -0.1058
C -6.616 6.621 2.761  -0.1370
H -8.538 6.282 1.953  0.1404
H -9.491 7.865 3.640  0.1029
H -7.419 8.749 5.141  0.0882
H -5.203 7.528 4.150  0.0901
H -6.056 5.977 2.108  0.0811

[3]
The following is a quantum chemistry calculation of a cluster of 8 separate species, C29H53ClF3IN3O23 in total, from the OMol25 dataset.

The HOMO energy is -0.435 hartree. The calculation puts the lowest unoccupied orbital energy at -3.53 eV. As for the net charge: +1.

Each line ends with the Löwdin charge.
CARTESIAN COORDINATES (ANGSTROEM)
C 1.790 -3.116 3.496  0.0505
N 1.317 -3.413 2.105  -0.0010
C 1.995 -2.711 1.159  -0.3640
N 3.227 -3.034 0.766  0.2535
N 1.312 -1.666 0.622  0.1601
C -0.148 -2.025 0.768  -0.6480
Cl -0.701 -2.455 -0.881  0.8355
C -0.905 -0.761 1.197  -0.1900
C -2.405 -0.851 1.056  -0.8020
O -3.041 -0.425 0.154  0.0332
I -3.391 -1.868 2.693  0.9282
C -0.107 -3.181 1.810  -0.2307
C -0.932 -4.460 1.559  -0.1095
O -0.121 -5.591 1.249  0.0382
C 0.243 -5.823 -0.026  -0.7094
F 0.865 -6.986 -0.058  0.1999
F -0.781 -5.837 -0.875  0.1845
F 1.129 -4.885 -0.482  0.1082
H 0.993 -2.633 4.057  0.1037
H 2.642 -2.438 3.461  0.0991
H 2.107 -4.034 3.986  0.0972
H 3.455 -4.009 0.652  0.1449
H 3.890 -2.298 0.579  0.1311
H 1.551 -1.638 -0.372  0.1292
H -0.554 0.060 0.567  0.1206
H -0.638 -0.509 2.228  0.1271
H -0.574 -2.743 2.696  0.0867
H -1.437 -4.725 2.486  0.1321
H -1.711 -4.268 0.821  0.1076
C -0.456 -8.453 6.974  -0.0298
O -0.141 -9.002 5.690  0.0150
C 0.562 -8.202 4.901  -0.6249
O 0.935 -7.086 5.169  0.1039
O 0.784 -8.834 3.749  0.0200
C 1.558 -8.077 2.820  -0.0398
H -1.025 -9.217 7.494  0.0969
H 0.453 -8.230 7.528  0.0987
H -1.058 -7.553 6.869  0.0957
H 2.545 -7.867 3.231  0.1016
H 1.051 -7.149 2.575  0.0663
H 1.658 -8.686 1.928  0.0962
C 3.893 -2.823 -2.641  -0.0504
O 4.780 -2.056 -3.448  0.0236
C 4.619 -0.739 -3.259  -0.6165
O 3.844 -0.266 -2.459  0.0914
O 5.445 -0.084 -4.044  0.0298
C 5.384 1.348 -3.934  -0.0122
H 4.110 -3.872 -2.827  0.1039
H 4.063 -2.590 -1.595  0.0552
H 2.854 -2.620 -2.901  0.1006
H 5.642 1.662 -2.925  0.0987
H 4.393 1.708 -4.200  0.0993
H 6.116 1.731 -4.637  0.0998
C -2.657 2.452 5.893  -0.0305
O -2.020 1.986 7.085  0.0140
C -1.220 0.940 6.917  -0.6289
O -1.000 0.380 5.872  0.0946
O -0.704 0.617 8.098  0.0131
C 0.185 -0.502 8.079  -0.0360
H -3.268 3.298 6.191  0.0977
H -1.916 2.773 5.163  0.0939
H -3.289 1.675 5.467  0.0945
H 1.041 -0.300 7.438  0.0933
H -0.334 -1.397 7.740  0.0954
H 0.517 -0.638 9.103  0.0969
C 2.903 3.112 4.458  -0.0200
O 3.078 3.199 3.038  0.0203
C 2.674 2.138 2.361  -0.6219
O 2.187 1.134 2.827  0.0983
O 2.891 2.350 1.062  0.0192
C 2.476 1.269 0.236  -0.0481
H 3.277 4.046 4.863  0.0990
H 1.849 2.997 4.706  0.0952
H 3.475 2.280 4.863  0.0982
H 1.404 1.106 0.337  0.0764
H 3.021 0.364 0.495  0.0735
H 2.701 1.537 -0.792  0.0919
C -0.747 3.253 -5.152  -0.0183
O -0.657 3.360 -3.724  0.0097
C 0.247 4.232 -3.292  -0.6203
O 0.977 4.894 -3.983  0.1071
O 0.210 4.250 -1.961  0.0009
C 1.130 5.159 -1.350  -0.0331
H -1.518 2.514 -5.346  0.0958
H -1.035 4.205 -5.593  0.0932
H 0.200 2.920 -5.570  0.0991
H 0.918 6.184 -1.647  0.1003
H 2.155 4.897 -1.604  0.0964
H 0.991 5.060 -0.277  0.0913
C -1.879 8.138 -10.102  -0.0380
O -1.647 7.267 -8.991  0.0011
C -0.769 7.735 -8.104  -0.6282
O -0.189 8.786 -8.175  0.1275
O -0.644 6.838 -7.128  -0.0019
C 0.276 7.209 -6.094  -0.0282
H -2.605 7.633 -10.732  0.0927
H -2.282 9.090 -9.765  0.0978
H -0.959 8.302 -10.659  0.0975
H -0.046 8.128 -5.606  0.1014
H 1.278 7.336 -6.498  0.1032
H 0.279 6.397 -5.377  0.0543
C -8.141 1.932 -4.475  -0.0351
O -7.879 0.943 -3.474  0.0064
C -6.838 1.216 -2.692  -0.6273
O -6.133 2.189 -2.766  0.1231
O -6.705 0.225 -1.811  0.0094
C -5.616 0.396 -0.898  -0.0528
H -9.006 1.577 -5.027  0.0941
H -8.367 2.892 -4.015  0.0981
H -7.291 2.033 -5.146  0.0970
H -5.758 1.298 -0.305  0.1032
H -4.677 0.449 -1.439  0.0818
H -5.624 -0.474 -0.252  0.0811

no.,total energy (hartree),F_max (eV/A)
1,-3880.7014,0.666
2,-1825.4239,1.242
3,-4088.9258,2.231